DFT (ωB97M-V with the def2-TZVPD basis set) results for C11H29NNbO3S as an isolated structure at a distorted geometry.

The LUMO energy comes out at 2.20 eV. As for the net charge: -1. The calculation puts the largest force on an atom at 0.0856 Eh/bohr. Its energy above the lowest of the compared OMol25 structures with the same formula, charge and spin is 118.3 kcal per mole. The calculation puts the HOMO energy at -0.1448 Eh. The gap between HOMO and LUMO is 6.14 eV. The electronic energy comes out at -1171.78382 hartree.

Atoms and positions in Å:
C: 4.24488 -0.13217 -0.47903
C: 3.42227 -0.15787 -1.75447
C: 2.91827 1.25358 -2.40081
Nb: 0.91042 2.03723 -1.65959
N: 1.19866 3.79980 -2.90660
O: 0.02965 1.10504 -3.36943
C: -1.08782 2.93238 -0.97579
O: -2.08918 2.77397 -2.05104
C: -3.10075 1.76348 -1.70137
C: 0.51420 0.28985 -0.28036
C: -0.36295 -0.95430 -0.85365
C: -1.64459 -1.21211 0.19187
C: 0.48436 -2.39086 -0.83083
H: 4.12339 -0.97094 0.35449
H: 5.08538 0.68309 -0.27030
H: 3.24131 -1.22243 -2.22868
H: 3.72442 2.07486 -2.13906
H: 2.91723 1.17207 -3.59149
H: 1.79816 2.95157 -0.32538
H: 1.55435 3.46855 -3.83993
H: 0.21557 4.14017 -3.12379
H: 0.60453 0.34550 -3.68055
H: -0.89801 4.07734 -0.81234
H: -1.40380 2.44075 0.04246
H: -4.08006 1.95302 -2.34262
H: -3.40377 1.80535 -0.56949
H: -2.72506 0.65514 -1.91706
H: -0.10214 0.73117 0.64460
H: 1.48255 -0.18539 0.23339
H: -0.85015 -0.82622 -1.90133
H: -2.06134 -0.22307 0.65641
H: -2.52200 -1.64350 -0.49375
H: -1.41122 -2.02284 1.00471
H: 0.56169 -2.81261 -1.94001
H: -0.05594 -3.22973 -0.19969
H: 1.56808 -2.27796 -0.38455
C: -0.22403 -2.93997 5.05527
S: -0.82066 -1.90426 3.69937
O: -0.24518 -0.53256 3.89259
C: -2.54437 -1.85283 4.24315
H: 0.85424 -3.07618 4.94034
H: -0.42685 -2.45626 6.01382
H: -0.71640 -3.91456 5.01591
H: -2.60613 -1.43428 5.25116
H: -2.96301 -2.86177 4.22931
H: -3.10822 -1.21922 3.55414



DFT (ωB97M-V with the def2-TZVPD basis set) results for a 2-piece molecular cluster, C6H15N3O2 overall at a distorted geometry.

The LUMO energy comes out at 0.59 eV. The calculation puts the largest force on an atom at 0.0722 Eh/bohr. Its energy above the lowest of the compared OMol25 structures with the same formula, charge and spin is 23.7 kcal per mole. The calculation puts the HOMO energy at -0.3443 Eh. Its SMILES is [H]/N=C(\N)NCC.CCC(=O)O. The gap between HOMO and LUMO is 9.96 eV. The electronic energy comes out at -552.32387 hartree.

Atoms and positions in Å:
C: 0.32063 1.60157 -0.82440
C: 0.32092 3.00487 -1.37996
C: 2.29573 0.06332 -0.43085
N: 1.29390 0.59063 -1.22046
N: 2.23462 -1.15209 -0.03501
N: 3.26265 0.89082 0.17243
H: 0.02805 1.40151 0.26590
H: -0.56103 1.09975 -1.32353
H: -0.45219 3.47293 -0.75860
H: 0.05306 3.20797 -2.42403
H: 1.01687 -0.01283 -1.96793
H: -0.30766 -0.13743 1.71587
H: 3.03170 -1.66497 0.31294
H: 3.39665 1.84698 -0.13650
H: 4.05416 0.31854 0.38696
H: 1.25227 3.58036 -1.22132
C: -1.32792 -1.54652 0.06395
C: -2.27376 -1.22061 -1.05087
C: -1.96963 -1.19570 1.37794
O: -3.12731 -1.18324 1.68063
O: -1.13693 -0.39422 2.14051
H: -0.99240 -2.58336 0.09183
H: -0.35638 -1.02824 -0.07397
H: -2.82015 -0.29833 -1.04385
H: -3.02564 -2.02722 -1.11948
H: -1.82785 -1.24807 -2.05010